This record from the OMol25 dataset describes an isolated molecule of C21H22N4O2. The level of theory is ωB97M-V with the def2-TZVPD basis set.

Each line ends with the Mulliken charge.
Geometry (Å):
O  -4.24246  -0.45302  -1.70298  -0.588
C  -3.16446  0.06249  -1.50782  0.482
N  -2.35836  0.29013  -2.65056  0.223
C  -2.38802  -0.59076  -3.81413  -0.742
C  -0.98308  -1.13720  -4.06782  -0.655
C  0.06270  -0.03689  -4.21222  -0.915
C  -0.03178  0.84373  -2.93417  0.114
C  -1.42964  1.40184  -2.77044  -1.046
N  -2.67688  0.23633  -0.18296  0.613
N  -3.45834  0.20235  0.94917  -1.429
C  -2.59534  0.33401  1.93143  0.227
C  -1.27249  0.44676  1.41164  -1.785
C  0.04279  0.48846  2.24747  2.552
O  -0.20019  1.31005  3.42153  -0.694
C  1.15060  1.06041  1.32770  -0.182
C  1.48466  2.44240  1.32247  -0.335
C  2.48899  2.94681  0.50735  -0.809
C  3.24302  2.04580  -0.27925  -0.298
C  2.94293  0.69261  -0.29249  -0.868
C  1.86007  0.21602  0.47226  0.140
C  0.50919  -0.81224  2.85768  0.172
C  -0.13099  -2.03570  2.57129  0.166
C  0.26992  -3.22729  3.21104  -0.983
C  1.34785  -3.19618  4.07295  -0.277
C  2.03476  -2.01976  4.33776  -1.011
C  1.62209  -0.83020  3.70440  -0.475
N  -1.36697  0.34856  0.10037  0.145
H  -3.04039  -1.47600  -3.64947  0.336
H  -2.72008  -0.04266  -4.72790  0.301
H  -0.62018  -1.76859  -3.26549  0.291
H  -0.99748  -1.77376  -4.91175  0.444
H  -0.13516  0.61150  -5.09241  0.342
H  1.01947  -0.47910  -4.37062  0.386
H  0.62446  1.67757  -3.02980  0.452
H  0.25348  0.23433  -2.05602  -0.151
H  -1.68766  1.92022  -3.66495  0.504
H  -1.48500  2.06084  -1.87912  0.382
H  -2.87532  0.41692  2.97191  0.561
H  0.51000  1.14896  4.08170  0.574
H  0.89440  3.15015  1.91299  0.375
H  2.65056  4.02217  0.50731  0.423
H  4.11148  2.42030  -0.85818  0.344
H  3.56834  0.00283  -0.85656  0.421
H  1.60327  -0.82767  0.46230  0.508
H  -0.99213  -2.05593  1.89361  0.316
H  -0.17741  -4.21092  3.04229  0.387
H  1.67326  -4.12651  4.55703  0.344
H  2.90322  -2.02990  4.99740  0.376
H  2.15827  0.09573  3.90408  0.340

Properties
SMILES	O=C(N1CCCCC1)n1ncc(C(O)(c2ccccc2)c2ccccc2)n1
orbital gap	9.35	eV
LUMO energy	0.46	eV

***

This record from the OMol25 dataset describes a structure of composition C40H39ClGeN5OPt. The level of theory is ωB97M-V with the def2-TZVPD basis set.

Each line ends with the Mulliken charge.
Geometry (Å):
Pt  0.77802  0.13875  0.49040  0.295
Cl  6.05462  -4.13712  -0.45130  0.018
C  5.32564  -2.70762  -0.84049  0.571
C  5.19247  -2.34961  -2.21482  -0.730
C  4.64278  -1.15785  -2.52008  -0.205
C  4.20194  -0.22107  -1.44759  0.612
O  3.96032  0.94272  -1.68988  -0.491
C  4.22228  -0.71727  -0.03306  0.478
C  3.75218  0.16186  1.03426  -1.250
N  2.69731  0.90243  1.01921  0.256
C  2.59013  1.87660  2.05149  -0.392
C  3.66698  2.54629  2.58288  0.014
C  3.46623  3.48788  3.60930  -1.171
C  2.20954  3.76497  4.07417  -0.888
C  1.08042  3.12351  3.50960  0.875
C  -0.25536  3.37106  3.89972  -0.995
C  -1.28088  2.72718  3.26062  -1.187
C  -0.99050  1.82014  2.23453  -0.060
N  0.25385  1.55554  1.86718  0.407
C  1.28927  2.18671  2.48440  0.680
C  4.84618  -1.88236  0.24070  -0.737
H  5.56750  -3.02763  -2.96934  0.523
H  4.56867  -0.79102  -3.53642  0.539
H  4.35866  0.15903  1.93860  0.915
H  4.66801  2.38957  2.20492  0.768
H  4.32326  4.00259  4.01905  0.457
H  2.06284  4.49317  4.86029  0.510
H  -0.45585  4.07743  4.69483  0.510
H  -2.31237  2.89876  3.53117  0.571
H  -1.77418  1.28632  1.71898  0.456
H  4.98276  -2.24889  1.25043  0.597
N  -4.49691  -8.46340  -1.41620  -0.401
C  -3.86283  -7.53745  -1.18884  -0.264
C  -3.06620  -6.37426  -0.90721  0.515
C  -3.68356  -5.18487  -0.52885  -0.949
C  -2.91111  -4.07178  -0.25019  -0.267
C  -1.52192  -4.12966  -0.37170  0.210
C  -0.91179  -5.32340  -0.75679  -0.237
C  -1.67787  -6.44477  -1.01235  -0.943
C  -0.72162  -2.92352  -0.06295  1.330
C  -0.84840  -2.39254  1.21079  -0.467
C  -1.46357  -2.99287  2.33759  -0.614
C  -1.20300  -2.19625  3.43200  -1.686
C  -0.44522  -1.11873  2.96706  -0.194
N  -0.21076  -1.23133  1.64714  0.028
C  0.10767  -2.38703  -1.07687  -0.009
C  0.20583  -2.90382  -2.38193  -0.101
C  1.08082  -2.09958  -3.08795  -2.671
C  1.48124  -1.09757  -2.20793  -0.710
N  0.93072  -1.26153  -0.98152  0.973
H  -4.76077  -5.13983  -0.45356  0.494
H  -3.38977  -3.14674  0.04289  0.560
H  0.16598  -5.38294  -0.82894  0.558
H  -1.21037  -7.37825  -1.29201  0.493
H  -1.98536  -3.93458  2.32843  0.652
H  -1.48973  -2.36924  4.45445  0.526
H  -0.05291  -0.30077  3.54757  0.599
H  -0.34189  -3.74806  -2.76293  0.731
H  1.35427  -2.18893  -4.12526  0.572
H  2.08555  -0.24370  -2.43130  1.212
C  -2.12968  5.38989  -1.27678  -1.565
C  -1.75018  4.52667  -0.07916  0.097
C  -0.26281  4.56675  0.26658  0.175
C  0.62850  3.87088  -0.75263  -0.893
Ge  0.35613  2.05203  -1.37220  0.382
C  -1.30968  1.25966  -1.99810  -0.891
C  -2.33278  0.69234  -1.00841  1.274
C  -3.51875  0.04755  -1.73092  -0.872
C  -4.45588  1.06586  -2.36859  -1.423
H  -3.18936  5.29508  -1.50666  0.408
H  -1.57804  5.11561  -2.17862  0.344
H  -1.92744  6.44178  -1.07665  0.391
H  -2.04992  3.48773  -0.26764  -0.400
H  -2.32425  4.84767  0.79258  0.537
H  -0.09702  4.14644  1.26195  -0.399
H  0.06675  5.60779  0.32977  0.583
H  1.69520  3.98493  -0.54755  0.477
H  0.48724  4.35193  -1.73713  0.671
H  1.50514  1.75556  -2.33399  -0.125
H  -1.00794  0.49744  -2.72128  0.504
H  -1.75960  2.07594  -2.57711  0.625
H  -2.70866  1.49265  -0.36536  0.040
H  -1.85945  -0.05201  -0.35667  -0.644
H  -4.07253  -0.56439  -1.01470  0.325
H  -3.13878  -0.63953  -2.49287  0.380
H  -4.84519  1.76150  -1.62307  0.338
H  -5.30735  0.56994  -2.83227  0.436
H  -3.96290  1.64765  -3.14894  0.340

Properties
orbital gap (spin up / spin down)	3.69 / 3.69	eV
LUMO energy (spin up / spin down)	-12.05 / -12.05	eV
net charge	+3

***

Summary of ΔE to the lowest compared entry with this formula, charge and spin in eV
2.025 1.473
(order as listed above)
Summary of max |F| in eV/Å
3.76 1.21
(order as listed above)